[1]
{
  "formula": "C3H11N2S",
  "method": "ωB97M-V/def2-TZVPD",
  "orbital_gap_ev": 10.3,
  "e_homo_ha": -0.52424,
  "multiplicity": 1,
  "largest_force_ev_per_a": 3.55,
  "de_lowest_kcal_mol": 46.5,
  "e_tot_ev": -17096.9960,
  "total_charge": 1,
  "symbols": ["C", "C", "C", "N", "N", "S", "H", "H", "H", "H", "H", "H", "H", "H", "H", "H", "H"],
  "xyz": [[-0.35, -0.28, -2.58], [0.51, 0.31, -1.43], [0.63, -0.14, 1.05], [-1.07, 0.86, 1.98], [0.61, -0.61, -0.24], [0.77, -1.45, 2.16], [-0.17, 0.27, -3.43], [-0.13, -1.33, -2.81], [-1.35, -0.17, -2.40], [0.20, 1.36, -1.29], [1.50, 0.27, -1.87], [1.00, 0.84, 1.23], [-0.92, 0.25, 2.76], [-2.01, 0.63, 1.75], [0.51, -1.61, -0.44], [-1.12, 1.84, 2.26], [1.40, -1.03, 3.29]],
  "mulliken_charge": [-1.404, -0.267, 0.155, -0.678, -0.166, -0.247, 0.400, 0.395, 0.416, 0.356, 0.282, 0.390, 0.292, 0.254, 0.296, 0.288, 0.237]
}

[2]
{
  "formula": "C2H4I2O",
  "method": "ωB97M-V/def2-TZVPD",
  "orbital_gap_ev": 6.6,
  "e_homo_ha": -0.25797,
  "multiplicity": 1,
  "largest_force_ev_per_a": 2.06,
  "de_lowest_kcal_mol": 122.9,
  "e_tot_ev": -20381.8625,
  "total_charge": 0,
  "symbols": ["C", "C", "O", "I", "I", "H", "H", "H", "H"],
  "xyz": [[-2.04, 0.30, -1.33], [1.78, -0.57, 1.45], [-1.48, -0.38, -0.54], [1.65, -2.50, 0.50], [0.96, 0.93, 0.12], [-2.10, -0.10, -2.39], [-2.46, 1.34, -0.97], [2.28, 1.60, 0.69], [1.40, -0.61, 2.47]],
  "mulliken_charge": [-0.133, -0.712, -0.399, -0.058, 0.323, 0.253, 0.267, 0.157, 0.302]
}